174
Properties=species:S:1:pos:R:3:forces:R:3:lowdin_charge:R:1 method="wB97M-V/def2-TZVPD" lumo_energy_ha=0.0032 total_energy_ha=-4182.04137 smiles="CCC(=O)OCCc1c(C[C@H](C)F)cc2c(c1CCCCOC(C)=O)Nc1c(CCCS)c(C[C@H](C)Cl)cc(N)c1S2.CCN(CC)CC.CCN(CC)CC.CCN(CC)CC.CCN(CC)CC" multiplicity=1 molar_mass_g_mol=1044.07 homo_lumo_gap_ev=7.98
C 4.963466 -1.999715 1.972023 -0.28 0.06 0.31 -0.084
C 4.675931 -3.167120 2.941685 -0.43 -0.19 -0.06 -0.132
C 3.980209 -2.667450 4.197837 0.05 0.46 1.01 -0.451
O 4.542140 -2.228024 5.171346 -0.33 -0.45 -1.05 0.143
O 2.584745 -2.715691 4.170210 0.74 0.06 -0.39 -0.051
C 2.020299 -1.471702 3.733105 -0.37 0.18 -0.69 -0.152
C 0.624615 -1.752153 3.130064 -0.03 -0.08 0.78 -0.065
C -0.453322 -0.833425 3.691879 0.70 -0.49 -0.43 -0.119
C -0.772561 -0.900715 5.046275 -0.26 -0.17 0.79 -0.176
C -0.148305 -1.830202 6.082185 1.10 0.31 -0.94 -0.068
C -0.250546 -3.330916 5.796771 -1.11 -0.20 0.50 -0.349
C -1.606292 -3.808214 5.256445 0.38 -0.66 -0.50 -0.019
F -0.061771 -3.978107 7.036290 0.21 0.02 -0.11 -0.045
C -1.779738 -0.075017 5.514632 0.22 -0.53 0.49 -0.050
C -2.431877 0.766506 4.665973 -1.55 1.32 0.03 -0.427
C -2.126904 0.873332 3.328569 0.40 -0.12 0.10 -0.215
C -1.119034 0.046384 2.846784 -0.10 -0.17 -1.27 -0.105
C -0.784842 0.160439 1.363655 0.11 0.37 0.67 -0.118
C 0.247652 1.317890 1.163588 -0.22 -0.66 -0.64 -0.140
C -0.106437 2.270863 -0.006695 0.47 0.31 0.42 -0.142
C 1.028683 2.447740 -1.042345 -0.27 0.32 0.15 -0.164
O 0.594507 1.968683 -2.334061 0.75 -0.65 0.20 -0.036
C 0.680452 0.587311 -2.350532 -1.23 -0.65 -0.05 -0.487
C 2.054077 -0.064214 -2.451402 -0.26 1.02 0.46 0.033
O -0.332759 -0.068550 -2.257273 0.91 0.52 -0.27 0.111
N -2.837839 1.799010 2.530802 -0.07 -0.35 0.23 0.113
C -4.244751 1.661034 2.588064 -0.33 0.19 -0.81 -0.201
C -5.036482 1.535725 1.441322 0.55 -0.01 -0.57 -0.104
C -4.420939 1.554339 0.045628 -0.32 -0.54 -0.15 -0.106
C -4.691942 0.242991 -0.770496 0.50 0.98 -0.19 -0.252
C -3.436469 -0.292464 -1.501121 -0.60 -0.72 1.15 -0.529
S -3.518120 -2.134037 -1.549708 0.10 -0.01 -0.48 0.684
C -6.412027 1.393309 1.610566 -0.64 0.34 -1.17 -0.185
C -7.400220 1.209248 0.444488 0.06 -0.80 1.44 -0.140
C -7.885521 -0.284222 0.473710 0.60 0.13 -1.14 -0.686
C -7.876523 -0.985402 -0.907586 -0.43 -0.28 0.49 -0.122
Cl -9.541217 -0.417016 1.188790 0.28 0.00 0.07 0.598
C -6.997706 1.406902 2.853332 -0.09 0.09 0.55 -0.008
C -6.214133 1.546854 3.981066 -0.55 -0.27 0.71 -0.323
N -6.813237 1.529536 5.264632 0.11 0.60 -0.60 0.097
C -4.857097 1.668927 3.821136 1.53 -0.11 1.00 -0.378
S -3.758163 1.824620 5.226853 -0.03 0.01 0.13 1.048
H 5.265009 -1.130790 2.566925 0.32 -0.06 -0.34 0.075
H 4.068562 -1.704571 1.414259 0.06 -0.14 0.10 0.064
H 5.718016 -2.276587 1.233498 0.06 0.11 0.22 0.072
H 5.596961 -3.669006 3.244925 -0.03 0.21 0.01 0.120
H 4.030726 -3.903772 2.452839 0.12 0.05 0.11 0.118
H 1.979485 -0.739245 4.544942 0.02 -0.23 0.04 0.129
H 2.643090 -1.039419 2.939314 0.05 -0.02 0.22 0.109
H 0.680899 -1.733578 2.043327 0.01 0.07 0.18 0.100
H 0.356991 -2.779369 3.392269 0.11 0.07 -0.08 0.112
H 0.923973 -1.590199 6.124631 -0.12 -0.16 0.21 0.115
H -0.530497 -1.588065 7.075910 -0.25 -0.28 -0.18 0.124
H 0.534672 -3.717403 5.149957 0.18 0.33 0.15 0.114
H -2.227170 -4.223427 6.053772 0.01 0.43 0.04 0.085
H -1.409838 -4.652602 4.581341 -0.15 0.11 0.10 0.079
H -2.146495 -3.066933 4.663143 0.05 0.08 0.29 0.078
H -2.059524 -0.133007 6.561455 -0.10 0.09 -0.12 0.119
H -0.428110 -0.786363 0.958992 -0.03 0.21 -0.08 0.105
H -1.708994 0.374775 0.819971 0.18 -0.05 0.01 0.073
H 0.362112 1.834299 2.119659 -0.01 0.16 -0.23 0.120
H 1.218046 0.853995 0.938757 -0.05 0.09 0.20 0.100
H -0.352896 3.261244 0.393558 -0.04 -0.15 -0.04 0.116
H -0.994183 1.919951 -0.541302 0.17 -0.02 -0.01 0.099
H 1.943648 1.929025 -0.722956 -0.17 -0.02 -0.09 0.110
H 1.304600 3.497254 -1.164028 -0.17 -0.13 -0.19 0.126
H 2.069196 -0.791114 -3.261657 -0.04 0.03 0.12 0.072
H 2.817986 0.706695 -2.580521 0.01 -0.27 -0.15 0.089
H 2.213537 -0.549449 -1.482782 0.11 -0.20 -0.27 0.088
H -2.493742 1.845461 1.587241 -0.01 0.05 0.08 0.081
H -3.334277 1.677006 0.056396 -0.20 0.22 0.15 0.073
H -4.819759 2.411248 -0.510535 0.15 -0.06 0.08 0.124
H -5.107383 -0.521294 -0.113289 0.03 0.07 -0.07 0.082
H -5.433464 0.506337 -1.526193 -0.05 -0.42 0.05 0.085
H -2.517451 -0.072698 -0.959470 -0.09 0.27 -0.27 0.011
H -3.369622 0.093035 -2.517899 0.17 -0.26 0.05 0.081
H -3.616610 -2.382921 -0.224678 0.04 0.37 -0.24 -0.143
H -8.274022 1.805713 0.713889 0.16 0.26 -0.60 0.098
H -6.963198 1.475368 -0.513398 -0.29 0.07 -0.01 0.094
H -7.216396 -0.848265 1.123753 -0.30 0.12 0.20 0.092
H -7.491989 -2.001942 -0.777284 -0.07 0.11 -0.16 0.079
H -7.252649 -0.480737 -1.641980 -0.08 0.04 0.09 0.054
H -8.898916 -1.072096 -1.282367 0.19 0.11 -0.14 0.058
H -8.072216 1.311123 2.982258 0.09 -0.03 -0.16 0.110
H -6.187788 1.933181 5.952361 -0.13 -0.17 0.12 0.037
H -7.640771 2.113989 5.201470 -0.12 -0.25 0.38 0.088
C 0.878038 -1.596449 -6.531255 -0.01 -0.10 0.14 -0.087
C 1.892463 -2.412868 -7.319142 -0.15 0.00 0.06 -0.270
N 3.099272 -2.735644 -6.573608 0.29 0.14 0.01 -0.192
C 4.163094 -3.273206 -7.408875 0.08 0.02 -0.20 -0.246
C 3.917463 -4.621204 -8.095888 0.15 -0.08 -0.05 -0.082
C 2.901853 -3.418621 -5.304905 -0.22 0.01 0.19 -0.247
C 2.155469 -4.758198 -5.321543 0.03 -0.09 0.15 -0.080
H 1.324122 -0.677533 -6.145671 0.05 -0.04 0.01 0.074
H 0.046079 -1.319710 -7.179993 0.01 -0.01 -0.01 0.074
H 0.461126 -2.159063 -5.693898 -0.01 0.04 0.01 0.067
H 2.171293 -1.813404 -8.190751 0.23 -0.15 -0.02 0.112
H 1.396996 -3.316792 -7.703926 -0.08 0.04 -0.06 0.101
H 5.082625 -3.341720 -6.820428 -0.10 0.01 0.14 0.114
H 4.384444 -2.535153 -8.187498 -0.15 0.06 0.03 0.085
H 3.989044 -5.452906 -7.396650 -0.08 -0.01 -0.01 0.055
H 4.679552 -4.785580 -8.861412 -0.01 0.03 0.00 0.070
H 2.946972 -4.664117 -8.591298 -0.01 0.02 0.03 0.067
H 2.366456 -2.744572 -4.629571 -0.07 0.05 -0.12 0.082
H 3.873097 -3.562421 -4.823601 0.09 0.03 -0.20 0.115
H 1.268704 -4.732435 -5.956199 0.02 0.03 -0.01 0.069
H 1.822302 -5.003842 -4.310543 0.00 0.02 -0.01 0.073
H 2.793450 -5.576295 -5.651329 -0.06 0.00 -0.09 0.054
C 10.517381 2.239693 0.246266 0.03 -0.04 0.04 -0.091
C 9.124987 2.612884 0.734134 0.19 0.00 0.05 -0.275
N 8.141264 1.564431 0.532822 -0.27 -0.06 -0.14 -0.198
C 6.774628 2.011693 0.742863 -0.15 0.17 -0.09 -0.253
C 6.368959 2.462690 2.151078 -0.16 -0.05 0.03 -0.085
C 8.469806 0.268902 1.102428 0.28 -0.20 0.06 -0.247
C 8.726071 0.194079 2.612961 -0.05 -0.16 0.04 -0.079
H 10.497780 1.941386 -0.802929 -0.04 -0.04 0.02 0.080
H 11.182508 3.099099 0.341001 -0.02 0.00 0.01 0.073
H 10.952698 1.428117 0.831105 0.01 0.00 -0.03 0.064
H 8.805750 3.493997 0.170579 -0.18 -0.05 0.04 0.118
H 9.191696 2.923608 1.787924 0.04 0.06 0.00 0.101
H 6.090353 1.221920 0.415906 0.12 -0.10 0.02 0.105
H 6.590732 2.845083 0.056348 0.13 0.02 0.00 0.108
H 6.237936 1.618277 2.827070 0.08 0.03 0.04 0.049
H 5.409682 2.984275 2.106567 0.02 0.00 -0.02 0.069
H 7.090948 3.151503 2.590309 0.02 -0.03 -0.01 0.067
H 9.355476 -0.115747 0.589678 0.02 0.12 -0.02 0.101
H 7.680768 -0.442839 0.843117 -0.13 0.17 -0.04 0.101
H 9.358121 1.008935 2.968498 -0.01 0.02 -0.03 0.068
H 9.239103 -0.740519 2.850918 0.00 0.01 -0.01 0.073
H 7.799718 0.199974 3.185821 0.03 0.09 0.04 0.050
C 6.785092 1.255968 -13.276375 0.05 -0.04 0.01 -0.092
C 5.904769 1.399902 -12.043193 0.19 0.00 -0.07 -0.277
N 4.919347 0.342948 -11.909572 -0.30 -0.05 -0.01 -0.199
C 3.913909 0.620276 -10.897649 -0.16 0.19 0.08 -0.248
C 4.377574 0.719807 -9.439800 -0.15 -0.05 0.12 -0.083
C 5.437925 -1.014111 -11.915522 0.23 -0.15 -0.18 -0.246
C 6.468278 -1.389804 -10.843444 -0.01 -0.19 0.03 -0.079
H 6.181487 1.190177 -14.182729 -0.02 -0.05 0.03 0.079
H 7.436637 2.126354 -13.366510 -0.01 0.00 0.02 0.072
H 7.427408 0.375799 -13.221003 -0.01 0.00 -0.03 0.064
H 5.374742 2.352562 -12.128604 -0.13 -0.07 0.13 0.118
H 6.551134 1.480725 -11.155702 0.04 0.06 -0.01 0.100
H 3.122524 -0.132219 -10.966127 0.11 -0.10 -0.07 0.109
H 3.425226 1.563801 -11.162491 0.12 0.03 -0.08 0.109
H 4.596069 -0.260071 -9.016841 0.08 0.03 0.02 0.038
H 3.583295 1.156966 -8.829855 -0.01 0.00 -0.03 0.071
H 5.257039 1.354291 -9.325347 0.01 -0.03 -0.03 0.067
H 5.881028 -1.205684 -12.896498 0.03 0.11 0.01 0.100
H 4.598881 -1.713076 -11.860370 -0.11 0.15 0.08 0.114
H 7.232564 -0.622885 -10.709866 -0.04 0.03 -0.01 0.069
H 6.981872 -2.309258 -11.134206 -0.02 0.01 -0.01 0.072
H 5.996261 -1.580483 -9.880566 0.08 0.08 0.04 0.040
C -11.693139 3.009712 11.026640 0.04 0.03 0.04 -0.092
C -10.920833 2.115149 10.067540 -0.03 0.05 0.19 -0.276
N -10.403639 2.819796 8.908992 -0.01 0.02 -0.28 -0.199
C -9.909743 1.930051 7.871037 -0.06 -0.22 -0.13 -0.251
C -8.694961 1.051131 8.188869 0.06 -0.05 -0.12 -0.093
C -9.572461 3.977792 9.190766 -0.02 0.24 0.19 -0.249
C -8.311102 3.769730 10.038599 0.11 0.11 -0.04 -0.083
H -12.503076 3.528585 10.511842 0.05 0.02 -0.03 0.079
H -12.130864 2.404518 11.821849 0.01 -0.01 -0.01 0.072
H -11.050463 3.752202 11.502066 -0.03 0.01 -0.01 0.063
H -11.608084 1.339994 9.717482 0.12 -0.03 -0.15 0.118
H -10.127096 1.598398 10.628512 -0.03 -0.04 0.05 0.100
H -9.693058 2.519763 6.974307 0.00 0.13 0.09 0.103
H -10.734486 1.271201 7.580216 -0.05 0.03 0.11 0.110
H -7.768978 1.625181 8.192717 0.01 -0.02 0.09 0.046
H -8.586983 0.283434 7.420219 0.01 0.03 -0.01 0.067
H -8.791974 0.538685 9.146682 -0.02 0.06 0.02 0.067
H -10.193431 4.728733 9.686584 -0.05 -0.09 0.04 0.100
H -9.290020 4.446094 8.243825 -0.04 -0.17 -0.08 0.113
H -8.493176 3.132738 10.905310 -0.03 -0.01 -0.02 0.067
H -7.959668 4.733711 10.413720 -0.02 -0.01 -0.01 0.071
H -7.495646 3.339578 9.459062 -0.01 -0.09 0.06 0.052